Entry 1:
The following is a quantum chemistry calculation of an isolated molecule of C6H15N in a non-equilibrium geometry, from the Open Molecules 2025 dataset.

The geometry in XYZ format:
```
22
Properties=species:S:1:pos:R:3:forces:R:3:lowdin_charge:R:1
C -0.085 1.216 2.165 -5.51 1.89 -0.94 -0.074
C -0.374 0.994 0.632 2.34 3.14 0.38 -0.394
C 0.154 -0.430 0.156 -0.48 1.36 0.07 -0.314
C 1.818 -0.312 0.126 -3.00 0.39 1.70 -0.024
C -0.574 -0.813 -1.112 -2.38 -0.52 -2.05 -0.262
C 0.089 -1.962 -1.990 -0.12 -1.21 3.39 -0.093
N -1.752 1.574 0.310 0.35 0.38 -2.00 -0.008
H 0.157 0.318 2.537 1.55 -3.06 1.89 0.009
H 0.490 2.037 2.460 1.53 0.92 0.00 0.041
H -1.116 1.495 2.724 1.97 -0.82 -1.44 0.120
H 0.475 1.607 0.186 -1.45 0.04 -0.14 0.117
H -0.338 -1.085 0.854 1.07 -0.88 0.93 0.115
H 2.019 0.517 0.796 -0.03 0.04 0.63 0.043
H 2.370 -1.140 0.582 -0.15 -0.15 -0.92 0.074
H 2.142 0.161 -0.777 0.30 -0.74 -1.11 0.067
H -1.747 -1.063 -0.850 2.94 0.31 -0.47 0.154
H -0.713 0.067 -1.802 0.43 -0.58 0.59 0.101
H 0.357 -1.594 -2.935 0.38 0.23 -1.26 0.036
H -0.496 -2.920 -2.051 0.12 1.17 -0.21 0.075
H 1.003 -2.317 -1.416 -0.73 0.58 -0.94 0.075
H -2.065 1.030 -0.509 -0.18 0.42 0.52 0.020
H -1.817 2.616 -0.086 1.04 -2.94 1.36 0.123
```
Forces are in eV/Å.

Values from the calculation:
- Charge: 0
- Molecular weight: 101.19 g/mol
- HOMO-LUMO gap: 10.2 eV
- HOMO level: -9.11 eV
- ΔE to the lowest compared entry with this formula, charge and spin: 69.3 kcal per mole
- LUMO energy: 1.1 eV
- SMILES: CC[C@@H](C)[C@H](C)N

=====

Entry 2:
The following is a quantum chemistry calculation of a cluster of 2 separate species, C6H11F4IN4 in total, from the Open Molecules 2025 dataset.

The geometry in XYZ format:
```
26
Properties=species:S:1:pos:R:3:forces:R:3:lowdin_charge:R:1
N 1.589 -1.553 1.174 0.12 0.00 -0.02 0.063
C 0.606 -1.357 0.112 0.37 0.01 0.12 -0.309
C 1.365 -0.940 -1.155 -0.13 0.03 -0.28 -0.123
N 1.848 0.474 -1.097 -0.52 -0.42 0.31 0.075
C 0.954 1.233 -0.340 -0.02 -0.08 -0.64 -0.381
N 1.363 2.165 0.413 -0.02 -0.30 0.34 0.192
N -0.403 0.889 -0.358 -0.07 -0.05 0.28 0.116
C -0.502 -0.319 0.499 0.07 -0.08 -0.20 -0.136
C -1.947 -0.857 0.574 -0.07 0.26 0.04 -0.420
F -2.497 -0.437 1.737 -0.02 0.02 0.02 0.131
F -1.927 -2.212 0.611 0.00 -0.14 0.00 0.110
C -2.912 -0.458 -0.559 -0.31 -0.10 -0.01 -0.301
F -3.188 0.865 -0.482 0.05 -0.39 -0.08 0.100
F -4.068 -1.155 -0.400 0.36 0.29 -0.02 0.097
H 2.355 -0.893 1.128 -0.05 0.07 0.03 0.078
H 1.191 -1.520 2.102 -0.03 -0.08 -0.01 0.085
H 0.177 -2.333 -0.108 -0.19 0.07 0.00 0.138
H 0.748 -1.095 -2.045 -0.08 -0.05 0.06 0.122
H 2.230 -1.595 -1.238 0.04 0.04 -0.09 0.126
H 1.920 0.867 -2.031 0.49 0.09 0.05 0.148
H 0.754 2.880 0.881 0.18 0.25 0.00 -0.118
H 2.353 2.333 0.554 0.00 0.22 -0.15 0.088
H -0.647 0.640 -1.313 -0.03 0.05 -0.01 0.128
H -0.283 0.027 1.507 -0.06 -0.06 0.09 0.156
H -2.509 -0.702 -1.549 -0.03 0.08 0.05 0.168
I 1.431 5.052 1.382 -0.06 0.27 0.10 -0.335
```
Forces are in eV/Å.

Values from the calculation:
- Charge: 0
- Molecular weight: 342.08 g/mol
- HOMO-LUMO gap: 6.5 eV
- HOMO level: -7.28 eV
- LUMO energy: -0.8 eV

=====

Entry 3:
The following is a quantum chemistry calculation of a cluster of 3 separate species, C4H14NO2 in total in a non-equilibrium geometry, from the Open Molecules 2025 dataset.

The geometry in XYZ format:
```
21
Properties=species:S:1:pos:R:3:forces:R:3:lowdin_charge:R:1
C 0.750 0.354 1.953 -0.19 -0.01 0.07 -0.137
C 0.212 -1.064 1.828 0.11 -0.22 -0.07 -0.189
C 1.365 -2.040 1.858 -1.14 0.13 0.23 -0.187
C 1.733 -2.867 0.898 0.35 0.75 -0.38 0.033
N 1.147 0.867 0.587 0.39 -0.79 0.54 0.189
H 0.016 1.030 2.329 -0.66 0.50 0.12 0.121
H 1.588 0.444 2.639 0.27 -0.24 -0.18 0.132
H -0.451 -1.274 2.661 0.00 0.11 0.31 0.124
H -0.445 -1.144 0.956 0.25 -0.04 -0.17 0.125
H 1.788 -2.053 2.856 0.62 -0.18 -0.14 0.111
H 2.633 -3.428 1.001 0.31 -0.67 0.18 0.060
H 1.279 -2.889 -0.086 -0.25 0.01 0.08 0.069
H 0.373 1.416 0.178 0.10 0.11 -0.20 0.094
H 2.044 1.341 0.613 -0.07 0.48 -0.05 0.170
H 1.288 0.055 -0.013 0.01 -0.09 -0.16 0.153
H -4.844 1.820 -5.076 -0.12 -0.03 -0.25 0.032
H -3.620 1.872 -6.028 -0.21 -0.04 -0.16 0.032
O -3.897 1.962 -5.115 0.36 0.07 0.45 -0.063
H -1.754 1.762 -1.279 0.01 -0.09 0.39 0.089
H -0.373 2.087 -1.772 0.03 0.02 0.09 0.081
O -0.830 1.748 -0.989 -0.15 0.23 -0.71 -0.038
```
Forces are in eV/Å.

Values from the calculation:
- Charge: +1
- Molecular weight: 108.16 g/mol
- HOMO-LUMO gap: 10.5 eV
- HOMO level: -13.65 eV
- ΔE to the lowest compared entry with this formula, charge and spin: 33.7 kcal per mole
- LUMO energy: -3.1 eV

=====

- The highest LUMO energy belongs to which entry?
  C6H15N